An isolated molecule of C3H5NO3 in a non-equilibrium geometry, computed with ωB97M-V with the def2-TZVPD basis set.

ORCA input file:
```
! RIJCOSX wB97M-V def2-TZVPD def2/J DEFGRID3
* xyz 0 1
C -0.561 -1.248 -0.008
C -0.366 0.266 0.100
O -1.091 0.862 -0.922
O -0.773 0.684 1.359
N 1.022 0.657 -0.059
C 2.086 0.185 -0.316
O 3.185 -0.096 -0.550
H 0.195 -1.664 -0.663
H -1.540 -1.429 -0.426
H -0.495 -1.687 0.979
H -0.956 1.822 -0.919
H -0.706 1.648 1.427
*
```

The energy above the lowest of the compared OMol25 structures with the same formula, charge and spin comes out at 98.4 kJ/mol. The LUMO energy is 0.0158 Eh. As for the SMILES: CC(O)(O)N=C=O. The strongest force on any atom is 1.1 eV/Å. As for the calculated total energy: -10824.6682 eV. Its gap between HOMO and LUMO is 11.04 eV.

Here are the natural (NBO) charges for atoms 1 to 4, given in e:
1. C -0.634
2. C 0.645
3. O -0.699
4. O -0.697

---

A cluster of 3 separate species, C15H31FNO8P in total in a non-equilibrium geometry, computed with ωB97M-V with the def2-TZVPD basis set.

ORCA input file:
```
! RIJCOSX wB97M-V def2-TZVPD def2/J DEFGRID3
* xyz 0 1
O -5.607 1.960 -3.108
C -4.715 1.248 -3.264
F -4.881 0.199 -4.097
N -3.402 1.363 -2.713
C -3.415 1.154 -1.289
O -4.348 1.274 -0.625
O -2.158 0.839 -0.779
C -2.186 -0.185 0.105
O -2.974 -1.038 0.164
O -1.111 -0.211 0.997
P -1.491 0.501 2.414
O -2.012 1.862 2.308
O -0.087 0.593 3.243
O -2.424 -0.505 3.275
H -3.043 2.297 -2.913
H -0.122 1.407 3.772
H -2.159 -0.358 4.200
C -0.166 -2.338 -2.312
C -1.128 -3.506 -2.245
C -1.225 -4.118 -0.853
C 0.064 -4.737 -0.307
C 0.674 -5.839 -1.172
C -0.232 -7.054 -1.334
H 0.860 -2.631 -2.081
H -0.164 -1.902 -3.313
H -0.473 -1.563 -1.605
H -0.851 -4.266 -2.981
H -2.120 -3.148 -2.537
H -2.015 -4.875 -0.862
H -1.557 -3.345 -0.153
H -0.144 -5.142 0.689
H 0.811 -3.951 -0.159
H 1.611 -6.163 -0.707
H 0.943 -5.446 -2.157
H -0.480 -7.487 -0.362
H 0.267 -7.822 -1.927
H -1.163 -6.798 -1.843
C 5.065 4.064 1.564
C 3.931 4.761 0.820
C 2.736 5.096 1.712
C 2.032 3.890 2.335
C 1.506 2.855 1.340
C 0.442 3.407 0.399
H 4.751 3.097 1.963
H 5.905 3.884 0.891
H 5.423 4.679 2.392
H 3.615 4.147 -0.029
H 4.316 5.692 0.395
H 2.015 5.678 1.130
H 3.071 5.756 2.519
H 1.195 4.255 2.942
H 2.712 3.392 3.034
H 1.074 2.025 1.903
H 2.330 2.433 0.757
H -0.410 3.796 0.960
H 0.078 2.616 -0.261
H 0.836 4.208 -0.231
*
```

The energy above the lowest of the compared OMol25 structures with the same formula, charge and spin comes out at 80.9 kJ/mol. The LUMO energy is 0.0038 Eh. As for the SMILES: O=C(F)NC(=O)OC(=O)OP(=O)(O)O.CCCCCC.CCCCCC. The strongest force on any atom is 2.9 eV/Å. As for the calculated total energy: -45937.3275 eV. Its gap between HOMO and LUMO is 11.01 eV.

Here are the natural (NBO) charges for atoms 1 to 4, given in e:
1. O -0.479
2. C 0.970
3. F -0.317
4. N -0.748

---

A cluster of 2 separate species, C8H10N2 in total in a non-equilibrium geometry, computed with ωB97M-V with the def2-TZVPD basis set.

ORCA input file:
```
! RIJCOSX wB97M-V def2-TZVPD def2/J DEFGRID3
* xyz 0 1
C -1.260 2.558 -1.225
C 0.125 2.839 -1.264
C 0.811 1.748 -0.791
N -0.150 0.794 -0.549
C -1.418 1.338 -0.666
H -2.069 3.226 -1.521
H 0.565 3.758 -1.651
H 1.857 1.487 -0.953
H 0.064 -0.180 -0.322
H -2.228 0.651 -0.421
C -0.803 -2.075 1.002
C -0.014 -1.382 1.948
C 1.290 -1.324 1.539
N 1.323 -1.924 0.272
C 0.009 -2.284 -0.132
H -1.804 -2.472 1.170
H -0.323 -1.081 2.949
H 2.208 -0.990 2.023
H 2.136 -1.933 -0.349
H -0.318 -2.752 -1.060
*
```

The energy above the lowest of the compared OMol25 structures with the same formula, charge and spin comes out at 49.2 kJ/mol. The LUMO energy is 0.0298 Eh. As for the SMILES: c1cc[nH]c1.c1cc[nH]c1. The strongest force on any atom is 2.6 eV/Å. As for the calculated total energy: -11437.2433 eV. Its gap between HOMO and LUMO is 8.84 eV.

Here are the natural (NBO) charges for atoms 1 to 4, given in e:
1. C -0.302
2. C -0.310
3. C -0.089
4. N -0.518

---

A cluster of 9 separate species, C69H90ClN10O2 in total in a non-equilibrium geometry, computed with ωB97M-V with the def2-TZVPD basis set.

ORCA input file:
```
! RIJCOSX wB97M-V def2-TZVPD def2/J DEFGRID3
* xyz 1 1
C 6.970 -2.688 2.243
C 7.149 -1.105 2.201
C 6.367 -0.554 0.936
C 4.914 -0.003 1.349
C 4.819 1.486 0.802
C 3.494 2.212 1.339
C 2.203 1.704 0.591
C 0.934 2.661 0.711
C 1.036 3.781 1.823
C -0.476 4.123 2.268
C -0.683 3.415 3.687
C -2.174 3.472 4.209
C -2.570 2.034 4.785
C -4.130 1.742 4.719
C -4.517 0.675 3.595
C -3.860 1.043 2.191
C -4.899 1.015 0.990
C -4.819 -0.279 0.097
N -5.822 -0.413 -0.989
C -6.740 -1.558 -0.836
C -8.235 -1.187 -0.477
N -8.173 0.050 0.365
O -9.365 0.294 1.062
C -9.175 -0.169 2.420
O -9.123 0.605 3.323
C -8.993 -1.678 2.776
C -10.081 -2.614 3.054
C -9.746 -4.028 3.353
C -8.341 -4.481 3.386
C -7.226 -3.542 3.128
C -7.587 -2.156 2.836
C -7.815 1.172 -0.560
C -6.471 0.827 -1.384
Cl -7.071 0.542 -3.125
H 6.241 -3.026 1.455
H 6.574 -3.015 3.248
H 7.973 -3.161 2.042
H 8.235 -0.855 2.044
H 6.796 -0.663 3.171
H 6.950 0.303 0.489
H 6.197 -1.325 0.140
H 4.098 -0.583 0.831
H 4.771 -0.062 2.461
H 5.670 2.063 1.276
H 4.843 1.546 -0.317
H 3.397 1.894 2.421
H 3.677 3.314 1.235
H 2.469 1.665 -0.511
H 1.877 0.669 0.881
H 0.011 2.038 0.879
H 0.797 3.167 -0.290
H 1.572 3.469 2.754
H 1.436 4.737 1.379
H -0.657 5.233 2.319
H -1.230 3.670 1.566
H 0.033 3.949 4.383
H -0.273 2.367 3.590
H -2.221 4.198 5.066
H -2.876 3.836 3.414
H -2.245 1.977 5.856
H -1.999 1.234 4.233
H -4.699 2.696 4.528
H -4.443 1.322 5.717
H -5.650 0.709 3.537
H -4.204 -0.358 3.910
H -2.919 0.468 1.974
H -3.540 2.124 2.283
H -4.618 1.890 0.327
H -5.914 1.262 1.406
H -4.858 -1.165 0.803
H -3.784 -0.332 -0.362
H -6.779 -2.079 -1.842
H -6.406 -2.341 -0.107
H -8.753 -2.031 0.057
H -8.829 -1.014 -1.417
H -7.459 -0.132 1.090
H -11.127 -2.228 3.029
H -10.595 -4.734 3.552
H -8.058 -5.547 3.577
H -6.150 -3.822 3.123
H -6.757 -1.423 2.620
H -7.614 2.073 0.085
H -8.682 1.305 -1.252
H -5.794 1.713 -1.472
N -5.980 4.305 -1.820
C -5.223 5.409 -1.890
C -4.927 6.066 -3.073
C -5.439 5.552 -4.255
C -6.223 4.409 -4.209
C -6.463 3.830 -2.975
H -4.843 5.771 -0.940
H -4.313 6.956 -3.072
H -5.228 6.037 -5.200
H -6.639 3.979 -5.111
H -7.071 2.939 -2.882
N 10.298 -0.535 4.128
C 10.100 -1.706 4.751
C 9.860 -1.824 6.111
C 9.826 -0.668 6.874
C 10.030 0.554 6.254
C 10.259 0.565 4.888
H 10.138 -2.582 4.112
H 9.704 -2.796 6.560
H 9.643 -0.719 7.941
H 10.012 1.477 6.818
H 10.422 1.498 4.358
N -4.174 -5.011 -5.153
C -4.381 -6.167 -4.514
C -4.648 -6.262 -3.157
C -4.700 -5.092 -2.417
C -4.486 -3.881 -3.057
C -4.231 -3.895 -4.419
H -4.327 -7.055 -5.135
H -4.810 -7.226 -2.693
H -4.904 -5.123 -1.353
H -4.518 -2.945 -2.512
H -4.061 -2.973 -4.965
N -4.533 8.860 -4.811
C -3.760 9.109 -5.875
C -4.075 10.035 -6.857
C -5.260 10.742 -6.735
C -6.080 10.500 -5.644
C -5.672 9.556 -4.715
H -2.844 8.530 -5.928
H -3.409 10.197 -7.695
H -5.543 11.473 -7.483
H -7.013 11.032 -5.516
H -6.278 9.335 -3.842
N 9.272 -5.395 0.485
C 10.585 -5.562 0.681
C 11.527 -5.540 -0.336
C 11.084 -5.337 -1.633
C 9.729 -5.163 -1.864
C 8.870 -5.199 -0.777
H 10.882 -5.721 1.713
H 12.579 -5.679 -0.118
H 11.788 -5.315 -2.456
H 9.348 -5.003 -2.865
H 7.801 -5.064 -0.907
N 10.211 -7.820 -3.819
C 9.859 -8.521 -2.732
C 8.930 -9.550 -2.747
C 8.326 -9.872 -3.951
C 8.671 -9.161 -5.088
C 9.614 -8.153 -4.968
H 10.355 -8.230 -1.812
H 8.686 -10.085 -1.838
H 7.594 -10.669 -4.003
H 8.220 -9.383 -6.046
H 9.920 -7.571 -5.830
N -4.214 6.700 6.472
C -5.272 5.963 6.828
C -6.290 5.604 5.958
C -6.210 6.034 4.643
C -5.123 6.800 4.250
C -4.158 7.102 5.198
H -5.291 5.653 7.867
H -7.122 5.003 6.301
H -6.986 5.775 3.931
H -5.027 7.155 3.232
H -3.287 7.695 4.938
N 8.572 -4.738 -5.716
C 7.588 -4.167 -6.420
C 7.718 -3.759 -7.738
C 8.939 -3.950 -8.366
C 9.975 -4.538 -7.657
C 9.740 -4.913 -6.344
H 6.653 -4.035 -5.885
H 6.886 -3.305 -8.259
H 9.081 -3.645 -9.395
H 10.942 -4.703 -8.114
H 10.519 -5.380 -5.749
*
```

The LUMO energy is -0.1113 Eh. The strongest force on any atom is 3.3 eV/Å. As for the calculated total energy: -104517.4161 eV. Its gap between HOMO and LUMO is 7.06 eV.

Here are the Löwdin charges for atoms 1 to 4, given in e:
1. C -0.117
2. C -0.250
3. C -0.216
4. C -0.202

---

A cluster of 12 separate species, C40H108N4O12 in total in a non-equilibrium geometry, computed with ωB97M-V with the def2-TZVPD basis set.

ORCA input file:
```
! RIJCOSX wB97M-V def2-TZVPD def2/J DEFGRID3
* xyz 0 1
C 1.671 5.582 -3.019
O 2.774 5.137 -2.190
C 3.564 4.109 -2.805
C 4.711 3.922 -1.852
C 5.624 5.167 -1.907
N 5.410 2.723 -2.354
H 2.098 6.035 -3.925
H 1.042 6.369 -2.595
H 0.976 4.759 -3.350
H 2.971 3.219 -2.882
H 3.978 4.377 -3.711
H 4.332 3.770 -0.837
H 6.333 5.076 -1.058
H 5.097 6.073 -1.746
H 6.302 5.277 -2.721
H 6.408 2.851 -2.504
H 5.191 1.878 -1.829
C -2.114 0.032 6.594
O -1.175 -0.550 5.686
C -0.528 -1.658 6.103
C 0.035 -2.495 4.934
C 1.061 -1.575 4.109
N -1.014 -2.912 3.999
H -2.839 0.482 5.931
H -1.665 0.763 7.300
H -2.632 -0.778 7.075
H 0.294 -1.382 6.772
H -1.226 -2.349 6.608
H 0.515 -3.281 5.539
H 0.610 -0.805 3.439
H 1.673 -2.186 3.394
H 1.790 -1.029 4.798
H -0.959 -2.357 3.176
H -1.896 -2.808 4.466
C -5.353 -3.335 3.577
O -4.312 -3.286 2.632
C -4.132 -4.578 1.998
C -3.279 -4.461 0.759
C -4.047 -3.512 -0.143
N -2.904 -5.680 0.118
H -5.694 -2.293 3.726
H -5.006 -3.858 4.455
H -6.228 -3.890 3.247
H -3.676 -5.256 2.736
H -5.096 -4.974 1.585
H -2.296 -3.884 1.023
H -3.956 -2.512 0.250
H -5.075 -3.865 -0.254
H -3.607 -3.443 -1.106
H -2.527 -6.283 0.903
H -3.653 -6.194 -0.244
C -1.390 -1.613 -1.479
O -1.217 -0.236 -1.082
C 0.020 -0.019 -0.481
C 0.205 1.495 -0.266
C 0.421 2.189 -1.585
N 1.243 1.659 0.721
H -0.824 -1.891 -2.384
H -2.413 -1.761 -1.632
H -1.160 -2.304 -0.664
H 0.131 -0.432 0.542
H 0.907 -0.341 -1.123
H -0.723 1.792 0.154
H 1.439 1.817 -1.934
H 0.432 3.288 -1.473
H -0.344 1.916 -2.237
H 0.861 1.391 1.637
H 1.377 2.664 0.838
C 0.728 -3.656 0.988
C 0.699 -5.046 1.620
C 2.017 -5.355 2.510
O -0.426 -5.224 2.505
H -0.257 -3.517 0.467
H 1.435 -3.558 0.147
H 0.797 -3.001 1.855
H 0.710 -5.849 0.858
H 2.258 -4.597 3.255
H 2.943 -5.545 1.933
H 1.750 -6.281 2.991
H -0.623 -4.414 3.014
C -3.586 1.421 1.901
C -2.295 1.058 2.557
C -1.510 2.219 3.135
O -2.658 0.156 3.614
H -4.066 0.470 1.803
H -3.469 1.815 0.921
H -4.288 2.059 2.566
H -1.631 0.532 1.918
H -2.135 2.863 3.781
H -0.863 2.763 2.422
H -0.868 1.786 3.867
H -1.910 -0.006 4.199
C 5.225 -0.905 -0.740
C 3.743 -0.709 -0.555
C 3.363 -1.108 0.849
O 3.455 0.682 -0.814
H 5.618 -1.901 -0.727
H 5.846 -0.228 -0.139
H 5.543 -0.667 -1.757
H 3.172 -1.278 -1.209
H 3.521 -2.154 1.063
H 2.281 -0.931 1.050
H 3.950 -0.444 1.534
H 2.744 1.015 -0.188
C 3.405 6.266 1.400
C 3.017 4.833 1.485
C 2.357 4.507 2.864
O 2.030 4.541 0.495
H 2.477 6.888 1.467
H 3.868 6.491 0.442
H 4.200 6.509 2.146
H 3.916 4.188 1.454
H 2.119 3.421 2.910
H 1.437 5.115 3.009
H 3.058 4.669 3.658
H 2.285 4.731 -0.394
C 2.569 0.552 -4.803
C 4.010 0.331 -4.350
C 4.427 -1.060 -4.797
O 4.933 1.210 -4.902
H 2.460 0.401 -5.858
H 2.217 1.545 -4.508
H 1.959 -0.207 -4.319
H 4.048 0.437 -3.222
H 5.407 -1.427 -4.372
H 4.485 -0.936 -5.842
H 3.592 -1.748 -4.589
H 4.868 2.013 -4.394
C -1.596 -4.732 -3.942
C -1.062 -5.633 -2.826
C 0.100 -6.566 -3.250
O -0.733 -4.855 -1.665
H -2.526 -4.282 -3.649
H -1.838 -5.395 -4.770
H -0.821 -4.037 -4.292
H -1.893 -6.331 -2.592
H 1.089 -6.070 -3.317
H 0.040 -6.968 -4.242
H 0.225 -7.420 -2.553
H -1.405 -5.140 -1.020
C -3.912 -0.696 -4.059
C -4.460 0.020 -2.850
C -5.569 0.963 -3.126
O -4.878 -1.004 -1.899
H -4.739 -0.717 -4.775
H -3.586 -1.722 -3.716
H -3.076 -0.209 -4.539
H -3.590 0.560 -2.345
H -6.377 0.555 -3.706
H -5.309 1.841 -3.692
H -5.978 1.364 -2.182
H -4.657 -0.777 -0.983
C -3.213 5.578 -1.383
C -2.693 4.717 -0.207
C -1.362 5.284 0.351
O -3.738 4.746 0.768
H -4.033 5.159 -1.982
H -2.387 5.724 -2.068
H -3.569 6.563 -1.087
H -2.589 3.686 -0.648
H -0.716 5.666 -0.493
H -0.690 4.604 0.880
H -1.517 6.138 1.051
H -3.834 3.900 1.183
*
```

The energy above the lowest of the compared OMol25 structures with the same formula, charge and spin comes out at 151.0 kJ/mol. The LUMO energy is 0.0202 Eh. As for the SMILES: COC[C@H](C)N.COC[C@H](C)N.COC[C@H](C)N.COC[C@H](C)N.CC(C)O.CC(C)O.CC(C)O.CC(C)O.CC(C)O.CC(C)O.CC(C)O.CC(C)O. The strongest force on any atom is 3.6 eV/Å. As for the calculated total energy: -73757.9953 eV. Its gap between HOMO and LUMO is 9.77 eV.

Here are the Löwdin charges for atoms 1 to 4, given in e:
1. C -0.075
2. O -0.226
3. C -0.188
4. C -0.384

---

A structure of composition C12H18GeN2O3RuS2, computed with ωB97M-V with the def2-TZVPD basis set.

ORCA input file:
```
! RIJCOSX wB97M-V def2-TZVPD def2/J DEFGRID3
* xyz 0 1
Ru -0.008 -0.048 0.706
O 1.740 0.062 -0.325
N 2.667 -0.851 -0.027
C 3.763 -0.883 -0.822
C 4.780 -1.756 -0.578
C 4.676 -2.628 0.516
C 3.560 -2.578 1.308
C 2.524 -1.668 1.033
S 1.102 -1.540 1.990
H 3.737 -0.164 -1.628
H 5.642 -1.759 -1.228
H 5.467 -3.332 0.733
H 3.438 -3.230 2.161
S 2.646 3.756 -1.866
C 1.786 3.133 -0.696
N 1.177 2.654 0.191
C -3.905 -2.146 -0.438
Ge -2.586 -0.710 -0.353
C -2.372 -0.142 1.532
C -3.158 0.810 -1.442
C -0.770 -1.332 -0.666
H -4.912 -1.799 -0.205
H -3.636 -2.936 0.263
H -3.910 -2.564 -1.446
H -2.815 0.832 1.729
H -1.379 -0.097 2.062
H -2.880 -0.894 2.138
H -3.912 1.405 -0.927
H -3.578 0.466 -2.387
H -2.300 1.446 -1.664
H -0.308 -1.186 -1.646
H -0.737 -2.399 -0.426
C -1.228 3.682 -0.214
O -1.075 2.621 0.735
C 0.175 2.180 1.055
O 0.451 1.745 2.170
H -0.927 3.372 -1.215
H -0.650 4.555 0.088
H -2.287 3.921 -0.209
*
```

The energy above the lowest of the compared OMol25 structures with the same formula, charge and spin comes out at 160.8 kJ/mol. The LUMO energy is -0.0084 Eh. The strongest force on any atom is 0.7 eV/Å. As for the calculated total energy: -102623.6576 eV. Its gap between HOMO and LUMO is 6.93 eV.

Here are the natural (NBO) charges for atoms 1 to 4, given in e:
1. Ru 0.426
2. O -0.526
3. N 0.014
4. C 0.032

---

What is the calculated total energy in the second record? -45937.3275 eV